An isolated molecule of C4H3NO at a distorted geometry. Source: the OMol25 dataset; level of theory: ωB97M-V/def2-TZVPD.

XYZ file:
```
9
Properties=species:S:1:pos:R:3:lowdin_charge:R:1
N -1.76034 2.35408 -1.57086 0.10
C -1.27197 1.38881 -1.11195 -0.17
C -0.59331 0.11443 -0.55170 -0.21
C 0.87716 -0.20449 -0.71944 0.09
C 0.51767 0.27569 0.41878 -0.42
O 0.51318 0.57997 1.59917 0.22
H -1.41900 -0.71068 -0.42149 0.15
H 1.48154 -0.35152 -1.55553 0.09
H -0.40359 0.59460 1.83456 0.14
```

The value obtained for the highest occupied orbital energy is -9.93 eV. Its net charge is 0. The value obtained for the energy is -7730.149 eV. The HOMO-LUMO gap is 10.304 eV. As for the molar mass: 81.074 g/mol. The calculation puts the relative energy (zero: lowest compared OMol25 entry of this formula, charge and spin) at 59.9 kcal/mol.